Density functional theory data (ωB97M-V with the def2-TZVPD basis set) for the ion C5H8N with charge +1 in a non-equilibrium geometry.

Last columns: bonded neighbours and bond lengths (Å).
Cartesian coordinates (Å):
1 C 1.4495 1.0330 0.0341  C3 1.503, N6 1.287, H7 1.072
2 C 2.0013 -1.3029 -0.1247  N6 1.137, H8 1.050
3 C -0.0395 1.1348 0.2156  C1 1.503, C4 1.472, H9 0.988, H10 1.093
4 C -0.6423 -0.1907 0.4301  C3 1.472, C5 1.444, H11 1.174
5 C -1.8321 -0.6225 -0.2653  C4 1.444, H12 1.172, H13 1.130, H14 1.187
6 N 1.8900 -0.1735 -0.0543  C1 1.287, C2 1.137
7 H 2.1092 1.8418 0.2777  C1 1.072
8 H 2.2528 -2.0585 -0.8082  C2 1.050
9 H 0.0057 1.7113 1.0167  C3 0.988
10 H -0.4156 1.6706 -0.6601  C3 1.093
11 H -0.1986 -0.8320 1.3080  C4 1.174
12 H -2.4272 -1.3254 0.4594  C5 1.172
13 H -1.7330 -1.2326 -1.2112  C5 1.130
14 H -2.4200 0.3464 -0.6179  C5 1.187

## Properties
- HOMO energy (spin up / spin down) (Eh) = -0.5180 / -0.4528
- energy relative to the best compared isomer or geometry (same formula, charge and spin) (kJ/mol) = 591.01
- frontier orbital gap (spin up / spin down) (eV) = 9.27 / 5.39
- total charge = +1
- multiplicity = 1
- LUMO energy (spin up / spin down) (eV) = -4.82 / -6.93